P.
{
  "formula": "C6H14N2",
  "method": "wB97M-V/def2-TZVPD",
  "homo_ev": -8.707,
  "mol_weight_g_mol": 114.2,
  "lumo_energy_ha": 0.03964,
  "smiles": "C=CC=C.NCCN",
  "symbols": ["C", "C", "N", "N", "H", "H", "H", "H", "H", "H", "H", "H", "C", "C", "C", "C", "H", "H", "H", "H", "H", "H"],
  "xyz": [[-0.48629, 1.62504, 0.97281], [-1.45446, 0.62653, 1.58349], [-0.82700, -0.69626, 1.64711], [-1.11667, 2.94365, 0.89463], [0.44455, 1.61793, 1.55885], [-0.23976, 1.29422, -0.03571], [-1.78671, 0.99646, 2.56263], [-2.33527, 0.56234, 0.94408], [-1.48766, -1.38643, 1.98637], [-0.08088, -0.68756, 2.33613], [-1.25152, 3.32120, 1.82713], [-0.50921, 3.59430, 0.41140], [-0.15032, -2.26804, -2.64028], [0.46694, -1.75220, -1.58030], [1.73982, -1.05145, -1.70468], [2.38965, -0.46643, -0.70440], [0.27944, -2.18641, -3.63172], [-1.09591, -2.78647, -2.55675], [0.01122, -1.84452, -0.60140], [2.16876, -1.01105, -2.70203], [3.33254, 0.03582, -0.86900], [1.98873, -0.48066, 0.30162]],
  "mulliken_charge": [-0.223, -0.617, -0.447, -0.646, 0.246, 0.188, 0.344, 0.295, 0.225, 0.197, 0.221, 0.236, -0.916, 0.187, -0.047, -0.789, 0.251, 0.285, 0.297, 0.235, 0.264, 0.214]
}

---

Q.
{
  "formula": "C6H14N2",
  "method": "wB97M-V/def2-TZVPD",
  "homo_ev": -8.551,
  "mol_weight_g_mol": 114.2,
  "lumo_energy_ha": 0.03561,
  "smiles": "C/C(N)=C/CCCN",
  "symbols": ["C", "C", "C", "N", "C", "C", "C", "N", "H", "H", "H", "H", "H", "H", "H", "H", "H", "H", "H", "H", "H", "H"],
  "xyz": [[-0.45046, -0.96932, 2.51725], [-0.03598, -1.60531, 1.05258], [-0.36429, -0.60732, -0.06711], [-0.27502, 0.75532, -2.55823], [0.75637, 1.08290, -1.55211], [0.73593, 0.29119, -0.47244], [1.73329, 2.23469, -2.01445], [-1.81827, -1.23902, 2.99290], [-0.18484, 0.16819, 2.38702], [0.25582, -1.30728, 3.40813], [1.03052, -1.78787, 1.15746], [-0.36108, -2.68755, 0.90729], [-1.53352, -0.14344, -0.03215], [-0.73129, -0.97044, -1.05743], [-0.93760, 1.55226, -2.58173], [0.17068, 0.35843, -3.37273], [1.53304, 0.23751, 0.25072], [1.68519, 2.37472, -3.06049], [1.53744, 3.21701, -1.70785], [2.71253, 2.02377, -1.62431], [-2.30882, -1.82411, 2.44919], [-2.46421, -0.38627, 3.05186]],
  "mulliken_charge": [-0.396, -0.790, -0.348, -0.506, 0.130, -0.400, -1.279, -0.567, 0.207, 0.238, 0.349, 0.341, 0.240, 0.451, 0.235, 0.235, 0.366, 0.360, 0.318, 0.335, 0.236, 0.246]
}

---

R.
{
  "formula": "C6H14N2",
  "method": "wB97M-V/def2-TZVPD",
  "homo_ev": -8.574,
  "mol_weight_g_mol": 114.2,
  "lumo_energy_ha": 0.03364,
  "smiles": "C=CN=C.CC(C)N",
  "symbols": ["C", "C", "C", "N", "H", "H", "H", "H", "H", "H", "H", "H", "H", "C", "C", "C", "N", "H", "H", "H", "H", "H"],
  "xyz": [[1.57942, -0.03492, 0.80812], [1.61462, 0.89280, -0.40402], [1.72901, -1.49512, 0.38745], [0.29806, 0.12777, 1.48283], [2.43238, 0.22063, 1.47050], [0.14487, 1.10280, 1.70958], [0.28186, -0.40248, 2.34614], [1.68395, 1.92926, -0.08701], [0.69186, 0.77394, -0.97160], [2.46840, 0.66857, -1.03035], [2.69342, -1.65274, -0.08919], [0.93570, -1.75606, -0.30581], [1.66175, -2.14780, 1.25586], [-1.87385, -0.30915, -0.40809], [-2.54403, 1.87530, -0.69975], [-1.39920, -1.35102, -1.08213], [-1.68558, 0.97631, -0.87543], [-2.43800, -0.44136, 0.51187], [-3.49737, 1.73463, -0.17589], [-2.34309, 2.86394, -1.08753], [-0.87026, -1.21621, -2.00918], [-1.56392, -2.35909, -0.74635]],
  "mulliken_charge": [0.427, -1.207, -1.239, -0.470, 0.259, 0.215, 0.209, 0.342, 0.268, 0.371, 0.386, 0.148, 0.342, 0.169, -0.389, -1.010, -0.297, 0.336, 0.256, 0.269, 0.333, 0.282]
}

---

Decreasing stability: P, R, Q

---

P.
{
  "formula": "C3H9N2",
  "method": "wB97M-V/def2-TZVPD",
  "total_charge": 2,
  "homo_ev": [-21.842, -22.243],
  "mol_weight_g_mol": 73.1,
  "multiplicity": 2,
  "lumo_energy_ha": [-0.53375, -0.53438],
  "symbols": ["C", "C", "N", "C", "N", "H", "H", "H", "H", "H", "H", "H", "H", "H"],
  "xyz": [[-1.84042, 0.36129, 0.08676], [-0.77808, -0.65301, 0.78046], [0.81579, 0.17994, -1.52788], [1.62269, 0.10112, -0.52875], [0.41748, -0.05939, 1.01115], [-1.65080, 0.27803, -0.98504], [-2.79335, 0.15699, 0.57535], [-1.68324, 1.37477, 0.44929], [-1.09662, -0.87525, 1.84184], [-0.55364, -1.49711, 0.12815], [2.00174, 1.03514, -0.05988], [1.20300, -0.08035, -2.46808], [2.25515, -0.78475, -0.41150], [0.23573, 0.69510, 1.70782]],
  "lowdin_spin": [0.019, 0.008, 0.721, 0.139, 0.011, 0.003, 0.001, 0.000, -0.002, 0.001, 0.036, 0.023, 0.039, 0.000]
}

---

Q.
{
  "formula": "C3H9N2",
  "method": "wB97M-V/def2-TZVPD",
  "total_charge": 2,
  "homo_ev": [-22.392, -22.376],
  "mol_weight_g_mol": 73.1,
  "multiplicity": 2,
  "lumo_energy_ha": [-0.56933, -0.55117],
  "symbols": ["C", "C", "N", "C", "N", "H", "H", "H", "H", "H", "H", "H", "H", "H"],
  "xyz": [[1.36259, 0.93022, -0.34398], [0.89528, -0.13345, 0.72254], [-1.42694, 0.77239, -0.32916], [-1.69105, -0.51693, -0.10412], [0.03869, -1.25465, 0.19124], [0.57242, 1.61212, -0.45825], [2.41849, 1.12453, -0.12195], [1.61290, 0.38707, -1.33161], [1.61855, -0.70132, 1.08746], [0.17149, 0.29609, 1.42463], [-1.73920, -1.20355, -0.93707], [-2.20978, 1.30820, -0.18983], [-2.27783, -0.81217, 0.82185], [0.65438, -1.80856, -0.43177]],
  "lowdin_spin": [0.066, 0.013, 0.581, 0.101, 0.164, 0.002, 0.011, 0.000, -0.010, 0.003, 0.004, 0.023, 0.034, 0.007]
}

---

Decreasing stability: P, Q

---

P.
{
  "formula": "C9H12N",
  "method": "wB97M-V/def2-TZVPD",
  "total_charge": 1,
  "homo_ev": -14.050,
  "mol_weight_g_mol": 134.2,
  "lumo_energy_ha": -0.16434,
  "smiles": "CC1=[N+]2C=C3C[C@H]3C[C@]12C",
  "symbols": ["C", "C", "C", "C", "C", "C", "C", "C", "C", "N", "H", "H", "H", "H", "H", "H", "H", "H", "H", "H", "H", "H"],
  "xyz": [[1.77572, 0.43118, -0.91061], [1.00712, -0.39792, -1.57910], [-0.37207, 1.40378, 0.49174], [0.59794, -1.61089, -2.20283], [-0.55537, -1.17864, 0.12622], [-0.36741, -0.86994, -1.30358], [0.04288, 0.06223, 0.99441], [-1.50495, 2.22026, 0.25737], [0.61675, -0.20626, 2.32348], [0.82003, 1.05330, 0.15999], [2.82329, 0.71660, -0.79199], [0.38768, -1.65345, -3.27447], [0.86251, -2.66712, -1.86238], [-1.68808, -1.26292, 0.35584], [-0.29157, -2.22239, 0.43520], [-1.17151, -0.46128, -1.79190], [-1.37949, 2.93297, -0.66021], [-1.65622, 3.01230, 1.02929], [-2.29531, 1.45086, 0.31441], [1.55105, 0.37193, 2.30087], [0.83378, -1.26863, 2.43768], [-0.03678, 0.14404, 3.15057]],
  "mulliken_charge": [-0.621, 0.683, 0.443, -0.709, -0.981, -0.292, 1.046, -1.131, -1.427, -0.204, 0.374, 0.281, 0.209, 0.352, 0.465, 0.445, 0.323, 0.392, 0.327, 0.339, 0.396, 0.290]
}

---

Q.
{
  "formula": "C9H12N",
  "method": "wB97M-V/def2-TZVPD",
  "total_charge": 1,
  "homo_ev": -12.629,
  "mol_weight_g_mol": 134.2,
  "lumo_energy_ha": -0.19512,
  "smiles": "CC1=C\\C\\[NH+]=C/C=C\\C=C/1",
  "symbols": ["C", "C", "C", "C", "C", "C", "C", "C", "C", "N", "H", "H", "H", "H", "H", "H", "H", "H", "H", "H", "H", "H"],
  "xyz": [[1.24630, -0.02119, 1.67771], [0.44438, -0.94815, 2.23631], [1.65614, 0.01252, 0.29531], [-1.35684, 0.68844, -0.60229], [-0.11128, -1.90904, 1.45135], [-0.17173, 0.83928, -1.23137], [-1.72261, -0.42406, 0.32373], [1.08643, 0.20796, -0.88295], [0.07472, 1.91435, -2.30424], [-0.74555, -1.48558, 0.30563], [1.88588, 0.47133, 2.39841], [0.62827, -1.21483, 3.24190], [2.71132, -0.26620, 0.31204], [-2.08667, 1.44742, -0.75968], [0.11093, -2.89768, 1.61375], [-2.02135, -0.03224, 1.33435], [-2.69522, -0.78932, -0.06145], [1.74112, -0.14824, -1.63676], [0.36809, 2.78943, -1.67911], [-0.83751, 2.32525, -2.72957], [0.86090, 1.74676, -3.05408], [-1.06574, -2.30620, -0.24900]],
  "mulliken_charge": [-0.166, -0.845, -0.393, -0.521, -0.006, 0.885, -0.653, -0.473, -1.494, -0.102, 0.409, 0.436, 0.367, 0.432, 0.486, 0.360, 0.423, 0.459, 0.351, 0.372, 0.375, 0.298]
}

---

Decreasing stability: Q, P

---

P.
{
  "formula": "CHI2P",
  "method": "wB97M-V/def2-TZVPD",
  "homo_ev": [-8.165, -9.084],
  "mol_weight_g_mol": 297.8,
  "lumo_energy_ha": [-0.06359, -0.07466],
  "symbols": ["C", "P", "I", "I", "H"],
  "xyz": [[1.55951, -2.02610, 0.05322], [-0.38080, -0.62285, -0.84559], [1.73108, -3.88864, -0.91167], [1.46101, -2.25390, 2.11093], [0.35269, 0.15737, -0.17738]],
  "mulliken_charge": [-0.457, 0.175, 0.103, 0.135, 0.044]
}

---

Q.
{
  "formula": "CHI2P",
  "method": "wB97M-V/def2-TZVPD",
  "homo_ev": [-7.470, -7.484],
  "mol_weight_g_mol": 297.8,
  "lumo_energy_ha": [-0.06340, -0.06421],
  "symbols": ["C", "P", "I", "I", "H"],
  "xyz": [[0.98950, 0.08182, -0.70586], [-1.99632, -0.03523, 0.82668], [-0.44402, -1.68355, -0.13748], [-0.24000, 1.75509, -0.11385], [1.69085, -0.11813, 0.13052]],
  "mulliken_charge": [-0.574, -0.181, 0.245, 0.243, 0.268]
}

---

Decreasing stability: Q, P

---

P.
{
  "formula": "C5H11NS",
  "method": "wB97M-V/def2-TZVPD",
  "homo_ev": -8.588,
  "mol_weight_g_mol": 117.2,
  "lumo_energy_ha": 0.03732,
  "symbols": ["C", "C", "C", "C", "C", "H", "H", "H", "H", "H", "H", "H", "H", "H", "H", "H", "N", "S"],
  "xyz": [[-1.43079, 1.24693, -0.02192], [-1.45941, -1.21891, 0.08705], [0.64996, -0.05502, 0.19295], [1.57059, 1.10558, -0.17718], [1.63354, -1.13858, -0.29404], [-2.50420, 1.11000, -0.04670], [-1.17254, 2.06923, -0.67050], [-1.14608, 1.53602, 1.01434], [-2.53605, -1.09873, -0.06968], [-1.30969, -1.46775, 1.16258], [-1.13997, -2.02893, -0.50827], [0.63223, -0.12589, 1.27331], [1.48630, 1.95511, 0.56445], [1.40486, 1.51439, -1.16083], [1.46937, -1.30799, -1.33046], [1.57130, -2.09168, 0.23599], [-0.71671, -0.02392, -0.33445], [2.99731, 0.02014, 0.08336]],
  "mulliken_charge": [-0.911, -0.979, -0.080, -0.682, -0.831, 0.357, 0.281, 0.306, 0.376, 0.319, 0.323, 0.338, 0.349, 0.365, 0.371, 0.408, -0.148, -0.159]
}

---

Q.
{
  "formula": "C5H11NS",
  "method": "wB97M-V/def2-TZVPD",
  "homo_ev": -8.159,
  "mol_weight_g_mol": 117.2,
  "lumo_energy_ha": 0.01296,
  "smiles": "C=C(C)[S@@](=C)(C)=N",
  "symbols": ["C", "C", "C", "C", "C", "N", "S", "H", "H", "H", "H", "H", "H", "H", "H", "H", "H", "H"],
  "xyz": [[1.38657, -0.21085, -1.13196], [-2.00472, 1.20634, -0.59186], [0.69035, 0.34996, -0.12796], [1.09572, 1.67744, 0.44036], [-1.31708, -1.42963, -0.62448], [-1.31674, 0.35743, 1.90854], [-1.03210, 0.22259, 0.26205], [1.17168, -1.15795, -1.60688], [2.18099, 0.40184, -1.53161], [-2.15661, 2.20881, -0.24355], [-1.76376, 1.16018, -1.59036], [0.37164, 1.80326, 1.28230], [2.12915, 1.69493, 0.86223], [0.92902, 2.49266, -0.29032], [-2.40228, -1.63435, -0.58424], [-1.11715, -1.01736, -1.57944], [-0.86494, -2.42811, -0.39534], [-0.60858, -0.17698, 2.40830]],
  "mulliken_charge": [-0.724, -1.056, 0.593, -1.455, -1.132, -0.784, 0.860, 0.322, 0.258, 0.302, 0.391, 0.502, 0.375, 0.270, 0.310, 0.429, 0.297, 0.241]
}

---

Decreasing stability: P, Q